No. 1
DFT (ωB97M-V with the def2-TZVPD basis set) results for C5H9O3Y as an isolated structure in a non-equilibrium geometry.

Element x y z (Å)
H: 4.617 -1.579 2.588
O: 0.812 -0.917 -0.706
O: -1.211 -0.223 -0.471
O: 0.451 1.187 -0.004
C: 2.179 -0.712 -0.795
C: -2.206 0.767 -0.076
C: 2.980 -0.802 0.280
C: -3.558 0.113 -0.147
C: 0.025 0.090 -0.385
H: 2.527 -0.569 -1.819
H: -1.957 1.101 0.938
H: -2.113 1.612 -0.769
H: 4.057 -0.724 0.113
H: 2.569 -1.066 1.258
H: -4.314 0.856 0.140
H: -3.778 -0.232 -1.165
H: -3.623 -0.734 0.547
Y: 2.544 1.833 0.473

Values from the calculation:
HOMO-LUMO gap (spin up / spin down), Eh: 0.28782 / 0.22722
Lowest unoccupied orbital energy (spin up / spin down), eV: -9.540 / -9.593
Relative energy (zero: lowest compared OMol25 entry of this formula, charge and spin), kJ/mol: 304.5
E, eV: -12494.7125
Net charge: +2

No. 2
DFT (ωB97M-V with the def2-TZVPD basis set) results for a 2-piece molecular cluster, C5H9O5P overall in a non-equilibrium geometry.

Element x y z (Å)
C: -2.255 1.638 1.150
C: -2.209 0.521 0.399
C: -0.956 -1.547 -0.466
C: -1.028 -0.269 0.403
C: 0.951 0.731 -0.933
O: 2.652 1.473 1.211
O: 3.562 0.117 -0.891
O: 2.229 -1.041 0.904
O: -0.461 -2.772 0.216
O: 1.142 0.218 -2.058
P: 2.316 0.303 0.306
H: -3.070 2.365 1.175
H: -1.404 1.821 1.792
H: -3.200 0.325 -0.212
H: -1.955 -1.734 -0.781
H: -0.253 -1.490 -1.343
H: -0.203 -0.082 1.097
H: 0.527 1.754 -0.677
H: 0.403 -2.455 0.501
H: 3.211 0.124 -1.792

Values from the calculation:
HOMO-LUMO gap (spin up / spin down), Eh: 0.11745 / 0.21838
2S+1: 3
Lowest unoccupied orbital energy (spin up / spin down), eV: 6.212 / 6.086
E, eV: -24854.5940
Net charge: -2
⟨S²⟩: 2.020

No. 3
DFT (ωB97M-V with the def2-TZVPD basis set) results for C5H9O5P in the gas phase in a non-equilibrium geometry.

Element x y z (Å)
C: 3.843 0.156 0.579
C: 1.646 1.072 -0.091
C: 3.169 0.751 -0.344
C: -1.014 -2.565 -0.467
C: -2.611 1.189 1.033
O: 4.461 -0.167 1.527
O: -1.502 1.075 -1.707
O: 0.657 0.054 -0.592
O: -1.308 -1.433 -1.231
O: -1.546 0.254 0.695
P: -0.989 0.071 -0.814
H: 1.447 0.955 1.061
H: 1.417 2.125 -0.431
H: 3.463 0.941 -1.310
H: 0.106 -2.668 -0.425
H: -1.409 -3.424 -1.206
H: -1.508 -2.468 0.528
H: -3.028 0.760 1.881
H: -3.189 1.208 0.133
H: -2.106 2.113 1.181

Values from the calculation:
HOMO-LUMO gap, Eh: 0.37965
Lowest unoccupied orbital energy, eV: 0.529
Relative energy (zero: lowest compared OMol25 entry of this formula, charge and spin), kJ/mol: 69.1
Structure (SMILES): COP(=O)(OC)OCC=C=O
E, eV: -24857.2205

Q: Among the records above, which one has the lowest E?
A: number 3